Computed, not measured: a 10-piece molecular cluster, C60H150N10O20 overall in a non-equilibrium geometry, with ωB97M-V with the def2-TZVPD basis set.

Computed properties:
lowest unoccupied orbital energy (alpha / beta) = 1.9 / 1.9 eV
spin multiplicity = 2
frontier orbital gap (alpha / beta) = 0.04361 / 0.30099 Eh
energy relative to the best compared isomer or geometry (same formula, charge and spin) = 125.13 kcal/mol
total charge = -1

Element x y z (Å)
C  -5.752  5.191  -10.378
O  -5.038  4.638  -9.279
C  -4.015  3.656  -9.538
C  -3.892  3.026  -8.169
N  -2.732  2.092  -7.924
C  -2.266  1.170  -8.974
C  -1.430  0.018  -8.466
O  -2.249  -0.527  -7.504
C  -1.614  -1.691  -6.825
H  -5.538  4.844  -11.389
H  -5.400  6.218  -10.281
H  -6.831  5.207  -10.225
H  -3.183  4.229  -9.946
H  -4.271  2.892  -10.272
H  -4.827  2.511  -7.953
H  -3.933  3.688  -7.304
H  -3.000  1.544  -7.118
H  -1.676  1.818  -9.623
H  -3.199  0.794  -9.393
H  -0.495  0.355  -8.020
H  -1.315  -0.638  -9.329
H  -0.838  -2.275  -7.320
H  -2.431  -2.392  -6.656
H  -1.187  -1.358  -5.879
C  -4.795  4.891  -1.749
O  -3.443  4.678  -2.321
C  -3.148  3.331  -2.820
C  -2.117  3.439  -4.100
N  -1.819  2.100  -4.501
C  -0.626  1.852  -5.283
C  0.741  1.741  -4.531
O  1.770  1.787  -5.448
C  2.298  3.086  -5.454
H  -5.549  5.048  -2.521
H  -4.852  5.730  -1.055
H  -5.083  3.956  -1.270
H  -4.096  2.798  -2.899
H  -2.579  2.805  -2.053
H  -1.219  3.951  -3.753
H  -2.601  3.968  -4.921
H  -2.642  1.559  -4.725
H  -0.611  2.734  -5.922
H  -0.843  0.937  -5.835
H  0.752  0.793  -3.994
H  0.832  2.373  -3.648
H  2.665  3.229  -6.470
H  3.172  2.987  -4.810
H  1.598  3.901  -5.268
C  -8.389  3.829  6.441
O  -7.131  3.121  6.404
C  -7.061  2.155  5.378
C  -5.753  1.354  5.589
N  -5.879  0.478  6.739
C  -4.764  -0.510  6.920
C  -4.642  -1.540  5.870
O  -3.789  -1.259  4.762
C  -4.283  -1.618  3.468
H  -8.876  3.511  7.363
H  -9.024  3.652  5.574
H  -8.121  4.884  6.384
H  -7.087  2.645  4.405
H  -7.802  1.355  5.373
H  -4.859  1.974  5.651
H  -5.795  0.877  4.610
H  -6.759  0.352  7.220
H  -4.820  -1.043  7.870
H  -3.822  0.025  7.035
H  -5.675  -1.853  5.721
H  -3.962  -2.229  6.371
H  -3.651  -1.183  2.693
H  -5.321  -1.381  3.234
H  -4.100  -2.693  3.478
C  6.076  -8.662  3.413
O  6.062  -7.329  2.970
C  7.130  -6.984  2.047
C  7.081  -5.416  1.712
N  6.276  -5.125  0.500
C  6.295  -3.659  0.362
C  5.487  -3.233  -0.879
O  5.587  -1.881  -1.061
C  4.879  -1.180  -2.075
H  5.523  -8.632  4.352
H  7.092  -9.029  3.562
H  5.666  -9.246  2.589
H  7.106  -7.420  1.048
H  8.131  -7.270  2.367
H  8.058  -4.981  1.507
H  6.714  -4.903  2.601
H  5.306  -5.382  0.614
H  7.358  -3.496  0.188
H  5.823  -3.153  1.205
H  4.420  -3.450  -0.815
H  5.900  -3.719  -1.763
H  4.423  -0.249  -1.738
H  4.014  -1.744  -2.423
H  5.561  -0.917  -2.883
C  0.418  4.777  2.326
O  0.704  4.593  0.857
C  0.456  5.872  0.097
C  1.497  5.729  -1.094
N  2.791  5.473  -0.525
C  3.346  6.319  0.509
C  4.810  5.745  0.824
O  4.669  4.641  1.702
C  5.882  3.876  1.796
H  0.668  3.828  2.801
H  -0.641  5.000  2.458
H  0.956  5.569  2.847
H  0.743  6.794  0.603
H  -0.579  6.080  -0.174
H  1.591  6.676  -1.626
H  1.145  4.853  -1.638
H  2.575  4.578  -0.108
H  2.699  6.623  1.331
H  3.383  7.296  0.027
H  5.391  6.545  1.283
H  5.358  5.492  -0.084
H  6.132  3.540  0.790
H  5.765  3.106  2.559
H  6.758  4.404  2.172
C  4.146  5.382  5.983
O  3.959  4.067  6.253
C  2.714  3.551  5.755
C  1.413  4.315  5.904
N  0.958  4.376  7.302
C  -0.037  5.318  7.859
C  -1.332  5.224  7.136
O  -2.388  5.949  7.783
C  -3.141  5.381  8.741
H  3.484  5.963  6.625
H  3.880  5.609  4.951
H  5.174  5.455  6.338
H  2.731  2.522  6.113
H  2.860  3.367  4.690
H  0.517  3.932  5.416
H  1.474  5.326  5.501
H  0.800  3.417  7.577
H  0.273  6.362  7.906
H  -0.094  5.164  8.937
H  -1.613  4.220  6.818
H  -1.054  5.672  6.183
H  -3.944  6.007  9.132
H  -2.480  5.239  9.596
H  -3.706  4.538  8.343
C  -5.075  -2.300  -0.373
O  -5.169  -1.184  0.500
C  -6.062  -0.223  -0.029
C  -5.949  1.054  0.846
N  -4.613  1.602  0.799
C  -4.502  2.885  1.505
C  -3.002  3.220  1.587
O  -2.307  2.992  2.813
C  -1.924  1.647  3.179
H  -6.104  -2.611  -0.552
H  -4.409  -3.043  0.065
H  -4.671  -1.905  -1.305
H  -7.036  -0.670  0.168
H  -5.965  -0.100  -1.108
H  -6.177  0.827  1.888
H  -6.664  1.834  0.582
H  -4.048  0.949  1.322
H  -4.861  2.896  2.534
H  -4.955  3.664  0.891
H  -2.850  4.198  1.131
H  -2.480  2.660  0.811
H  -1.367  1.577  4.113
H  -1.237  1.250  2.432
H  -2.719  0.974  3.501
C  -2.059  -3.386  -3.223
O  -2.434  -2.779  -2.001
C  -1.412  -1.963  -1.513
C  -1.582  -1.358  -0.117
N  -0.337  -0.709  0.260
C  0.014  0.615  -0.338
C  1.394  1.110  0.127
O  1.704  0.913  1.578
C  2.923  1.557  1.854
H  -2.459  -2.943  -4.135
H  -2.154  -4.472  -3.203
H  -0.985  -3.388  -3.409
H  -1.357  -1.128  -2.212
H  -0.396  -2.357  -1.539
H  -1.710  -2.125  0.647
H  -2.370  -0.624  0.053
H  -0.151  -0.882  1.238
H  -0.902  1.195  -0.221
H  0.107  0.479  -1.416
H  1.272  2.193  0.103
H  2.165  0.664  -0.502
H  3.066  2.621  1.668
H  3.849  1.135  1.466
H  3.024  1.459  2.935
C  -2.014  -9.386  -4.173
O  -1.575  -8.081  -3.999
C  -1.897  -7.330  -5.171
C  -0.675  -7.303  -6.145
N  0.527  -7.609  -5.323
C  1.621  -8.295  -6.012
C  2.536  -9.055  -5.002
O  1.718  -9.957  -4.162
C  2.581  -10.969  -3.511
H  -3.018  -9.634  -4.517
H  -2.035  -9.761  -3.150
H  -1.257  -9.937  -4.730
H  -2.066  -6.364  -4.695
H  -2.846  -7.506  -5.678
H  -0.633  -6.358  -6.686
H  -0.851  -8.062  -6.907
H  0.205  -8.004  -4.451
H  2.260  -7.513  -6.420
H  1.324  -8.991  -6.796
H  3.123  -8.262  -4.537
H  3.132  -9.719  -5.627
H  1.865  -11.410  -2.817
H  3.368  -10.554  -2.880
H  2.970  -11.694  -4.225
C  8.521  -2.402  4.509
O  7.561  -2.253  3.434
C  7.192  -0.892  3.449
C  5.864  -0.792  2.566
N  4.771  -1.736  3.080
C  3.588  -1.571  2.223
C  2.586  -2.767  2.307
O  3.165  -3.875  1.714
C  2.143  -4.989  1.481
H  9.352  -1.704  4.413
H  8.982  -3.386  4.424
H  8.110  -2.367  5.518
H  7.825  -0.276  2.810
H  7.091  -0.489  4.457
H  6.132  -1.106  1.558
H  5.595  0.262  2.497
H  5.115  -2.675  2.939
H  3.870  -1.674  1.176
H  2.967  -0.696  2.417
H  1.661  -2.398  1.863
H  2.442  -2.916  3.378
H  1.207  -4.553  1.130
H  1.914  -5.411  2.459
H  2.518  -5.889  0.995